The following is a quantum chemistry calculation of a molecular structure, C23H25AuFN2OS, from the OMol25 dataset.

Output
E_tot: -1709.74773 Eh
Orbital gap (alpha / beta): 5.0 / 4.8 eV
LUMO energy (alpha / beta): 0.447 / -2.725 eV
⟨S²⟩: 3.81
Energy relative to the best compared isomer or geometry (same formula, charge and spin): 0.657 eV
Multiplicity: 4

CARTESIAN COORDINATES (ANGSTROEM)
Au: -0.001 -0.262 -1.699
C: 2.298 -1.302 1.557
C: 2.118 0.216 1.466
C: 2.698 0.737 0.141
C: 0.721 0.776 1.771
C: 0.692 1.784 2.731
C: -0.475 2.431 3.083
C: -1.654 2.079 2.457
C: -1.709 1.075 1.492
C: -3.107 0.815 0.910
C: -3.774 -0.467 1.425
C: -3.221 0.896 -0.616
C: -0.504 0.417 1.170
N: -0.526 -0.670 0.222
C: -0.850 -1.901 0.714
C: -1.081 -2.105 2.106
C: -1.364 -3.344 2.620
C: -1.438 -4.458 1.780
C: -1.240 -4.306 0.414
C: -0.964 -3.063 -0.096
F: -0.815 -2.979 -1.407
H: 3.366 -1.529 1.547
H: 1.852 -1.820 0.708
H: 1.876 -1.710 2.479
H: 2.743 0.634 2.255
H: 2.317 0.173 -0.711
H: 3.785 0.627 0.145
H: 2.454 1.787 -0.024
H: 1.622 2.067 3.211
H: -0.465 3.211 3.834
H: -2.572 2.591 2.723
H: -3.706 1.639 1.298
H: -3.326 -1.363 0.995
H: -4.830 -0.463 1.143
H: -3.714 -0.540 2.515
H: -2.862 -0.014 -1.099
H: -2.658 1.739 -1.020
H: -4.269 1.017 -0.899
H: -1.021 -1.250 2.765
H: -1.527 -3.455 3.685
H: -1.653 -5.439 2.187
H: -1.302 -5.145 -0.268
O: 0.640 -0.210 -3.605
N: 1.298 0.924 -4.045
C: 2.237 0.688 -5.039
C: 3.279 1.539 -5.229
C: 3.455 2.669 -4.403
C: 2.528 2.857 -3.362
C: 1.475 1.999 -3.175
S: 0.236 2.244 -1.974
H: 2.062 -0.212 -5.614
H: 3.977 1.331 -6.031
H: 4.288 3.345 -4.543
H: 2.611 3.701 -2.689

The following is a quantum chemistry calculation of 2 unconnected molecules or ions with the total composition C7H15ClN at a distorted geometry, from the OMol25 dataset.

Output
E_tot: -790.28554 Eh
Orbital gap: 10.4 eV
LUMO energy: -2.721 eV
Total charge: +1
Energy relative to the best compared isomer or geometry (same formula, charge and spin): 4.078 eV

CARTESIAN COORDINATES (ANGSTROEM)
C: -0.990 1.146 2.927
C: -0.874 1.878 2.007
C: -0.760 0.179 3.956
C: 1.128 -0.968 -2.278
C: 1.288 0.360 -0.315
C: -0.585 -1.244 -0.591
C: -0.357 0.704 -1.924
N: 0.403 -0.345 -1.193
Cl: -1.710 0.024 -2.776
H: -0.727 1.364 -1.080
H: -0.959 2.534 1.174
H: -1.151 -0.852 3.601
H: -1.404 0.454 4.820
H: 0.309 -0.004 3.983
H: 1.416 -1.983 -2.038
H: 0.429 -1.029 -3.142
H: 1.990 -0.515 -2.703
H: 0.736 0.649 0.606
H: 2.218 -0.241 -0.015
H: 1.724 1.202 -0.894
H: -0.090 -1.736 0.275
H: -1.531 -0.769 -0.387
H: -0.837 -2.016 -1.352
H: 0.335 1.206 -2.661

The following is a quantum chemistry calculation of 7 unconnected molecules or ions with the total composition C16H47BrN12O6Si at a distorted geometry, from the OMol25 dataset.

Output
E_tot: -4609.95478 Eh
Orbital gap: 9.5 eV
LUMO energy: 0.321 eV
SMILES: CCCCCCC[SiH2]CCCBr.NC(N)=O.NC(N)=O.NC(N)=O.NC(N)=O.NC(N)=O.NC(N)=O

CARTESIAN COORDINATES (ANGSTROEM)
C: 1.383 -1.846 0.486
C: 0.265 -1.670 1.672
C: 0.434 -2.685 2.947
C: 1.350 -4.041 2.598
C: 1.038 -5.109 3.802
C: 1.259 -6.685 3.409
C: 0.638 -7.137 1.961
Si: 2.126 -7.864 0.934
C: 1.589 -9.401 -0.146
C: 2.221 -9.125 -1.648
C: 1.293 -9.911 -2.747
Br: 1.950 -9.482 -4.588
H: 1.162 -0.996 -0.314
H: 1.224 -2.878 -0.050
H: 2.507 -1.708 0.861
H: 0.330 -0.560 2.106
H: -0.844 -1.805 1.251
H: -0.654 -3.119 3.175
H: 0.886 -2.166 3.901
H: 1.116 -4.425 1.517
H: 2.496 -3.726 2.632
H: 1.821 -4.871 4.671
H: -0.026 -4.883 4.293
H: 0.679 -7.322 4.234
H: 2.391 -7.042 3.451
H: 0.031 -6.312 1.397
H: -0.111 -8.053 2.111
H: 3.102 -8.410 1.910
H: 2.775 -6.814 0.160
H: 0.419 -9.377 -0.179
H: 1.952 -10.424 0.312
H: 2.238 -7.946 -1.790
H: 3.350 -9.488 -1.686
H: 0.191 -9.522 -2.646
H: 1.336 -11.063 -2.543
N: 1.690 2.531 -1.042
C: 0.734 1.628 -1.325
N: 0.364 1.593 -2.618
O: 0.243 0.898 -0.478
H: 2.106 3.140 -1.726
H: 1.997 2.589 -0.080
H: -0.353 0.927 -2.874
H: 0.757 2.185 -3.330
N: -0.055 5.690 -1.403
C: 1.129 6.324 -1.324
N: 1.101 7.475 -0.627
O: 2.146 5.891 -1.843
H: -0.903 6.031 -0.982
H: -0.078 4.820 -1.919
H: 1.971 7.984 -0.544
H: 0.274 7.848 -0.193
N: -4.274 3.274 -2.801
C: -3.066 3.262 -2.210
N: -2.617 2.037 -1.881
O: -2.428 4.279 -1.990
H: -4.815 2.447 -2.990
H: -4.648 4.176 -3.065
H: -1.712 1.982 -1.434
H: -3.128 1.187 -2.054
N: 5.243 5.840 -1.235
C: 5.848 6.404 -0.174
N: 7.183 6.243 -0.141
O: 5.235 7.013 0.689
H: 5.731 5.335 -1.956
H: 4.239 5.938 -1.299
H: 7.677 6.652 0.642
H: 7.706 5.745 -0.842
N: -2.565 7.052 2.009
C: -2.517 8.269 1.439
N: -3.392 9.157 1.944
O: -1.742 8.545 0.537
H: -3.196 6.805 2.753
H: -1.922 6.353 1.658
H: -3.388 10.086 1.542
H: -4.037 8.948 2.686
N: -6.777 -0.690 -0.683
C: -6.729 0.527 -1.253
N: -7.604 1.416 -0.748
O: -5.954 0.804 -2.155
H: -7.408 -0.937 0.061
H: -6.134 -1.388 -1.034
H: -7.600 2.344 -1.150
H: -8.249 1.207 -0.006

The following is a quantum chemistry calculation of 2 unconnected molecules or ions with the total composition CH4N2OS at a distorted geometry, from the OMol25 dataset.

Output
E_tot: -623.40450 Eh
Orbital gap: 9.9 eV
LUMO energy: 0.411 eV
SMILES: N=C=O.NS
Energy relative to the best compared isomer or geometry (same formula, charge and spin): 1.488 eV

CARTESIAN COORDINATES (ANGSTROEM)
N: 2.517 -0.626 0.769
C: 2.634 0.379 0.118
O: 2.911 1.455 -0.199
H: 1.719 -1.197 0.812
N: -0.461 0.345 0.504
S: -0.574 -0.597 -0.884
H: -0.393 1.401 0.417
H: 0.367 0.108 1.125
H: 0.345 0.155 -1.463

The following is a quantum chemistry calculation of 9 unconnected molecules or ions with the total composition C22H37N7O6 at a distorted geometry, from the OMol25 dataset.

Output
E_tot: -1695.12961 Eh
Orbital gap: 11.3 eV
LUMO energy: 0.565 eV
SMILES: CCOC(=O)OC.CCOC(=O)OC.CC#N.CC#N.CC#N.CC#N.CC#N.CC#N.CC#N

CARTESIAN COORDINATES (ANGSTROEM)
C: -3.250 2.161 -7.464
C: -3.354 2.140 -5.992
O: -2.014 2.152 -5.436
C: -1.760 1.472 -4.377
O: -2.591 0.740 -3.784
O: -0.484 1.621 -3.978
C: 0.029 0.467 -3.400
H: -2.822 3.067 -7.821
H: -4.257 2.056 -7.946
H: -2.741 1.312 -7.880
H: -3.719 1.156 -5.617
H: -3.790 3.022 -5.521
H: -0.661 0.108 -2.646
H: 0.980 0.735 -2.967
H: 0.259 -0.294 -4.186
C: 2.449 -3.494 -1.964
C: 1.458 -4.522 -2.541
O: 0.635 -4.013 -3.560
C: -0.518 -3.484 -3.151
O: -0.883 -3.135 -2.038
O: -1.361 -3.533 -4.189
C: -2.646 -2.894 -3.903
H: 1.942 -2.702 -1.451
H: 2.984 -3.175 -2.894
H: 3.235 -3.972 -1.337
H: 0.784 -4.975 -1.758
H: 2.060 -5.275 -2.995
H: -2.530 -1.806 -3.819
H: -3.098 -3.350 -3.049
H: -3.293 -3.053 -4.762
C: 2.828 -0.795 5.722
C: 2.002 -1.996 5.920
N: 1.413 -3.005 6.044
H: 3.632 -1.026 5.035
H: 3.195 -0.359 6.660
H: 2.313 0.055 5.258
C: -0.574 -3.090 2.354
C: 0.360 -2.002 2.736
N: 1.111 -1.198 3.114
H: -0.793 -3.152 1.325
H: -1.496 -3.020 2.983
H: -0.074 -4.081 2.560
C: -0.455 -0.521 8.019
C: -0.367 0.878 7.522
N: -0.088 1.848 6.954
H: 0.186 -0.729 8.882
H: -0.116 -1.211 7.267
H: -1.567 -0.726 8.249
C: 2.174 5.734 1.002
C: 2.275 5.141 -0.332
N: 2.486 4.797 -1.416
H: 2.211 6.852 0.876
H: 3.070 5.520 1.590
H: 1.317 5.487 1.552
C: 2.648 1.447 -0.192
C: 2.641 2.013 1.186
N: 2.610 2.345 2.301
H: 3.609 1.206 -0.599
H: 2.176 2.155 -0.877
H: 2.084 0.518 -0.324
C: -0.330 2.536 3.318
C: -0.510 2.491 1.907
N: -0.585 2.551 0.763
H: -0.608 3.447 3.887
H: 0.641 2.190 3.686
H: -1.015 1.797 3.669
C: -1.351 -0.487 0.178
C: -1.944 -0.368 1.518
N: -2.478 -0.200 2.508
H: -0.652 -1.304 0.224
H: -0.890 0.434 -0.063
H: -2.134 -0.704 -0.541

The following is a quantum chemistry calculation of a molecular structure, Cl6Hf2O24 at a distorted geometry, from the OMol25 dataset.

Output
E_tot: -4660.38744 Eh
Orbital gap: 4.9 eV
LUMO energy: -12.378 eV
Total charge: +2
Energy relative to the best compared isomer or geometry (same formula, charge and spin): 0.000 eV

CARTESIAN COORDINATES (ANGSTROEM)
Hf: 11.314 -16.395 -6.304
Hf: 15.199 -20.262 -3.911
Cl: 10.599 -19.827 -5.180
O: 10.479 -20.511 -6.521
O: 11.834 -20.109 -4.471
O: 10.573 -18.357 -5.459
O: 9.354 -20.199 -4.245
Cl: 13.848 -17.196 -3.958
O: 14.065 -18.654 -3.681
O: 12.565 -17.017 -4.741
O: 13.729 -16.271 -2.751
O: 15.111 -16.757 -4.727
Cl: 12.777 -15.810 -9.362
O: 12.612 -16.656 -10.532
O: 11.658 -15.932 -8.395
O: 13.991 -16.347 -8.580
O: 12.912 -14.371 -9.927
Cl: 16.316 -22.657 -3.345
O: 15.244 -23.706 -3.087
O: 15.994 -21.582 -2.244
O: 17.705 -23.116 -3.362
O: 15.842 -22.074 -4.637
Cl: 13.746 -19.718 -7.002
O: 12.858 -18.472 -6.884
O: 14.253 -19.955 -5.647
O: 12.847 -20.884 -7.439
O: 14.813 -19.539 -7.980
Cl: 17.356 -18.610 -3.303
O: 16.867 -19.265 -4.542
O: 18.581 -19.327 -2.948
O: 17.450 -17.134 -3.497
O: 16.278 -19.079 -2.438